17
Properties=species:S:1:pos:R:3:forces:R:3:lowdin_charge:R:1 method="wB97M-V/def2-TZVPD" smiles=C.O.O.O.O homo_energy_ev=-11.08 gap_ev=11.501 e_tot_ha=-346.195221 charge=0 multiplicity=1
C -1.70400 1.30906 -1.00127 -1.13 -0.23 1.12 -0.029
H -1.12522 2.22594 -0.86248 -0.74 0.18 -0.16 0.033
H -2.19718 1.01436 -0.04982 1.26 -0.08 0.18 0.016
H -2.68275 1.33774 -1.49211 0.74 0.72 -1.15 0.029
H -1.02447 0.57365 -1.40239 -0.38 -0.45 0.01 -0.010
O 1.35083 -0.03440 -1.44598 2.43 0.50 -0.28 -0.111
H 1.42794 0.94185 -1.49831 -1.38 -1.49 -0.31 0.061
H 0.64051 -0.68751 -1.26024 -1.09 1.67 0.23 -0.013
O -0.68628 -0.71605 1.68061 -0.37 -0.16 1.24 -0.011
H -0.04528 0.00303 1.77862 -0.19 0.31 -0.37 0.039
H -1.50526 -0.30969 1.40341 -0.39 0.58 0.19 0.052
O -0.38343 -1.80587 -0.49791 -0.62 -0.01 -0.28 -0.123
H -0.67446 -1.52090 0.46491 2.00 -0.77 -1.84 0.018
H 0.49709 -2.19358 -0.59199 -0.45 -0.44 0.99 0.048
O 1.44936 1.22674 1.20984 -0.12 -1.22 0.21 -0.093
H 1.37538 1.00472 0.24072 0.28 -0.51 1.56 0.018
H 1.69374 0.39276 1.70488 0.15 1.39 -1.32 0.074